DFT (ωB97M-V/def2-TZVPD) results for a structure of composition C30H61ClGaOP2 in a non-equilibrium geometry.

Last column: Mulliken charge in e.
Geometry (Å):
Ga 0.01073 -1.08369 -1.42192  0.482
Cl -0.20994 -0.04342 -3.38802  -0.533
P -0.51729 -3.29714 -2.06994  0.469
C 0.58669 -3.99384 -3.37611  0.508
C -0.34593 -4.28181 -0.49077  0.319
C -2.21548 -3.36619 -2.80544  0.605
C 1.94019 -3.27111 -3.42233  -1.376
H 0.04575 -3.77379 -4.31194  0.402
C 0.76949 -5.51013 -3.26311  -1.466
H 1.22382 -5.79794 -2.30673  0.248
H 1.44860 -5.83624 -4.06263  0.478
H -0.17228 -6.05822 -3.38456  0.251
H 1.82398 -2.20016 -3.62797  0.210
H 2.55248 -3.71154 -4.21939  0.513
H 2.48948 -3.38525 -2.47868  0.267
H -2.06296 -2.88495 -3.78705  0.415
C -3.25177 -2.54903 -2.02353  -1.573
C -2.70540 -4.79971 -3.03023  -1.403
H -2.16660 -5.30241 -3.84135  0.269
H -3.76597 -4.76622 -3.31516  0.465
H -2.62485 -5.41135 -2.11913  0.260
H -2.88356 -1.56189 -1.71934  0.232
H -3.60127 -3.09094 -1.13634  0.309
H -4.12495 -2.39038 -2.67092  0.497
C 1.09235 -4.24416 0.05500  -1.289
H -0.59212 -5.31616 -0.78501  0.688
C -1.34192 -3.82600 0.58298  -1.493
H 1.82585 -4.66568 -0.64547  0.303
H 1.14539 -4.82429 0.98921  0.313
H 1.40681 -3.21730 0.29678  0.109
H -1.19047 -2.77122 0.85589  0.188
H -1.19485 -4.42145 1.49692  0.478
H -2.38522 -3.95028 0.26551  0.196
H 1.50124 -1.05561 -0.95766  -0.245
H -1.05166 -0.65501 -0.37528  -0.195
P 0.63098 3.83790 -2.05176  0.103
C -0.69458 4.33587 -3.16209  0.330
C 0.45191 4.20251 -0.26649  0.588
C 2.19242 3.60534 -2.93620  0.610
C -1.85451 3.33229 -3.04680  -1.002
H -0.24444 4.22893 -4.16807  0.314
C -1.15697 5.79207 -2.99582  -1.489
H -1.57187 5.98830 -1.99912  0.239
H -1.95034 5.99894 -3.72766  0.477
H -0.33736 6.49703 -3.18847  0.315
H -1.50009 2.30144 -3.17955  0.006
H -2.58915 3.55731 -3.82839  0.470
H -2.34415 3.40980 -2.06956  0.183
H 1.88341 3.29296 -3.95327  0.311
C 3.01321 2.45174 -2.33019  -1.605
C 2.99115 4.91259 -3.04270  -1.483
H 2.54351 5.58231 -3.78754  0.337
H 4.01471 4.69206 -3.36902  0.445
H 3.04979 5.44757 -2.08753  0.264
H 2.39694 1.55833 -2.14701  0.263
H 3.49014 2.77672 -1.39898  0.313
H 3.79908 2.17454 -3.04454  0.484
C -0.99065 3.98062 0.23153  -1.131
H 0.69482 5.28018 -0.24294  0.407
C 1.45664 3.43963 0.62394  -1.465
H -1.73934 4.48710 -0.38689  0.249
H -1.10461 4.38416 1.24705  0.295
H -1.23554 2.90724 0.26630  0.174
H 1.21086 2.36489 0.68353  0.272
H 1.43797 3.84474 1.64586  0.478
H 2.48911 3.54602 0.26549  0.303
C -2.41036 2.00898 3.50977  -1.500
C -1.19810 2.40224 4.35303  0.883
C -0.67006 3.78292 3.96438  -0.825
C -0.06581 1.37770 4.41333  -0.221
C 1.00838 1.61914 5.25425  -0.434
C 1.99795 0.65813 5.47012  -1.221
C 1.87847 -0.61899 4.90579  -0.262
C 0.84215 -0.91622 4.04727  -0.342
C 0.54876 -2.31119 3.50937  2.444
C 1.63066 -3.33509 3.85184  -2.140
C -0.81006 -2.79396 4.01151  -1.585
C -0.00180 0.18364 3.56769  0.748
O -0.55654 0.12950 2.43906  -0.654
H -2.10952 1.72692 2.49836  0.120
H -2.92332 1.15884 3.96709  0.378
H -3.11567 2.84607 3.46674  0.453
H -1.56021 2.49179 5.39267  0.197
H 0.09878 4.13237 4.66254  0.359
H -0.22703 3.75008 2.96052  -0.414
H -1.49166 4.51027 3.96212  0.468
H 1.06594 2.57888 5.77572  0.270
H 2.84541 0.88980 6.11180  0.290
H 2.59092 -1.40005 5.18102  0.338
H 0.49589 -2.21500 2.41350  -0.705
H 1.70673 -3.47154 4.93996  0.474
H 1.38487 -4.30691 3.40580  0.379
H 2.60896 -3.02487 3.46718  0.404
H -1.60875 -2.12870 3.67705  0.287
H -1.02808 -3.80453 3.65285  0.464
H -0.81836 -2.81691 5.10820  0.385

Its net charge is -1. The calculation puts the LUMO energy at 2.2012 eV. The orbital gap is 4.88 eV.